Entry 1:
{"formula": "C24H72AsCaF6N6O10P", "method": "the ωB97M-V functional and the def2-TZVPD basis", "total_charge": 4, "elements": ["Ca", "P", "O", "O", "O", "O", "C", "C", "C", "O", "C", "N", "H", "H", "H", "H", "H", "H", "H", "H", "H", "H", "H", "H", "C", "C", "C", "O", "C", "N", "H", "H", "H", "H", "H", "H", "H", "H", "H", "H", "H", "H", "C", "C", "C", "O", "C", "N", "H", "H", "H", "H", "H", "H", "H", "H", "H", "H", "H", "H", "C", "C", "C", "O", "C", "N", "H", "H", "H", "H", "H", "H", "H", "H", "H", "H", "H", "H", "C", "C", "C", "O", "C", "N", "H", "H", "H", "H", "H", "H", "H", "H", "H", "H", "H", "H", "C", "C", "C", "O", "C", "N", "H", "H", "H", "H", "H", "H", "H", "H", "H", "H", "H", "H", "As", "F", "F", "F", "F", "F", "F"], "xyz": [[17.816685, 6.897793, -7.005325], [16.992984, 6.355250, -4.229131], [18.014036, 7.338705, -4.875436], [17.728844, 5.330195, -3.361733], [16.486519, 5.678313, -5.539716], [15.877936, 7.165523, -3.566830], [18.338828, 1.987721, -7.457702], [17.305278, 2.708060, -6.547543], [16.098996, 1.850992, -6.282997], [16.581503, 0.801085, -5.448277], [15.613557, 0.047166, -4.699687], [17.990558, 3.028824, -5.239878], [17.852218, 2.226232, -4.618577], [19.007618, 3.016631, -5.276668], [17.601957, 3.855931, -4.779591], [17.964698, 1.846583, -8.470509], [18.550350, 0.990397, -7.071908], [19.274018, 2.549563, -7.484168], [17.090475, 3.678878, -7.003369], [15.510742, 1.688061, -7.186924], [15.448081, 2.369643, -5.568281], [14.631100, 0.437441, -4.974664], [15.647468, 0.155037, -3.614124], [15.617869, -1.019385, -4.915982], [14.985623, 3.572784, -2.787897], [14.351410, 4.481264, -1.681055], [13.815217, 3.825184, -0.411229], [13.094017, 4.922105, 0.222862], [12.458486, 4.595332, 1.465872], [15.243451, 5.673189, -1.350482], [16.003150, 5.524648, -0.697998], [15.675515, 5.911398, -2.245490], [14.647619, 6.472155, -1.160923], [15.139135, 4.062577, -3.747930], [14.292520, 2.735813, -2.878723], [15.932584, 3.153254, -2.441068], [13.453735, 4.892875, -2.144805], [14.637588, 3.449546, 0.201099], [13.040125, 3.119901, -0.711715], [13.277855, 4.303535, 2.121413], [11.632888, 3.893475, 1.341224], [11.988794, 5.554881, 1.679398], [21.607833, 8.105748, -5.134125], [21.684143, 7.393818, -3.782592], [22.883790, 7.731547, -2.899676], [22.910077, 6.768693, -1.848709], [24.102712, 6.866133, -1.021688], [20.428550, 7.705418, -3.013534], [20.488521, 7.339909, -2.069484], [20.088472, 8.662965, -3.129041], [19.684373, 7.258455, -3.560874], [20.908129, 7.764707, -5.922608], [22.604877, 8.226120, -5.559788], [21.375887, 9.166662, -4.991548], [21.748046, 6.332938, -4.032128], [22.659242, 8.704796, -2.453879], [23.778437, 7.796250, -3.519491], [24.248377, 7.856526, -0.588985], [24.989315, 6.576527, -1.585201], [24.030956, 6.197905, -0.166574], [21.283633, 3.611379, -0.468516], [20.555173, 3.432994, -1.821599], [20.614742, 1.998729, -2.312137], [19.742440, 1.778616, -3.432930], [19.819742, 0.438028, -3.891808], [19.067655, 3.835077, -1.579132], [18.967403, 4.231046, -0.651115], [18.638311, 4.433259, -2.316433], [18.680122, 2.902453, -1.709889], [21.093432, 4.619218, -0.105337], [22.321334, 3.298989, -0.557417], [20.809163, 2.961003, 0.271029], [20.948117, 4.160179, -2.531130], [20.326452, 1.321469, -1.505301], [21.659550, 1.885644, -2.607515], [20.746089, 0.191793, -4.413901], [19.052001, 0.333093, -4.661089], [19.609529, -0.285974, -3.103953], [13.345117, 5.319920, -7.622925], [12.606380, 6.116534, -6.513685], [11.796942, 5.205842, -5.629598], [11.277394, 6.033814, -4.628410], [10.415565, 5.456760, -3.651968], [13.676496, 6.779416, -5.635584], [13.162986, 6.837707, -4.744210], [14.500512, 6.213345, -5.423677], [14.012012, 7.678628, -5.954953], [12.829177, 5.311629, -8.580560], [13.403176, 4.287305, -7.268652], [14.404561, 5.533785, -7.780360], [11.982017, 6.895799, -6.945165], [12.325385, 4.423304, -5.070412], [11.020999, 4.736914, -6.241727], [9.930528, 4.530267, -3.964540], [9.716624, 6.171850, -3.227389], [11.026443, 5.111727, -2.810343], [17.981699, 11.588151, -5.019068], [17.710590, 10.400465, -4.163741], [17.961495, 10.631851, -2.662727], [19.331142, 10.476879, -2.371450], [19.750634, 11.183897, -1.185428], [16.316069, 9.771640, -4.408722], [15.559178, 10.450692, -4.327271], [16.230261, 9.278942, -5.301355], [16.161005, 8.976163, -3.767423], [17.566043, 11.651807, -6.026018], [19.071914, 11.528911, -5.039415], [17.684873, 12.556965, -4.613438], [18.257042, 9.592393, -4.651033], [17.427124, 9.843403, -2.123725], [17.512662, 11.608215, -2.473118], [20.671439, 10.772905, -0.773318], [18.935049, 11.091859, -0.470026], [20.029761, 12.185495, -1.512262], [13.177883, 9.130841, -2.315246], [13.665450, 8.174402, -3.747944], [13.823030, 8.006256, -1.149923], [12.636148, 10.104205, -0.972545], [12.420435, 10.324311, -3.384829], [11.621891, 8.247135, -2.396528], [14.789074, 9.878382, -2.341682]], "forces_ev_per_angstrom": [[-0.6, -0.5, 1.4], [-0.7, 0.7, 0.3], [1.9, 1.2, -0.9], [-0.1, 0.0, 0.0], [-0.2, -0.6, -1.6], [1.6, -1.4, -0.2], [-0.3, 0.0, 0.6], [1.7, -0.1, -1.3], [-0.6, 0.8, 2.5], [0.6, -0.9, -0.4], [-1.4, 0.3, -0.4], [-0.5, -1.0, 0.0], [-0.5, -0.2, 0.1], [0.1, 0.6, -0.3], [0.2, 0.5, 0.2], [-0.1, 0.2, 0.0], [0.0, 0.0, 0.1], [0.0, 0.0, -0.2], [-0.5, -0.2, 0.2], [0.3, -0.9, -0.1], [-0.4, 0.7, -0.5], [-0.2, -0.3, 0.0], [0.8, 0.3, 0.0], [0.4, 0.1, -0.3], [-0.3, -0.1, 1.8], [0.0, -0.3, -0.8], [-1.0, 2.0, -0.1], [1.2, -1.1, -1.2], [0.1, 0.9, -0.8], [-0.5, -1.4, -1.4], [-0.4, -0.1, 0.5], [0.2, 0.7, -0.1], [-0.3, 0.8, 0.8], [-0.1, 0.2, 0.1], [0.0, 0.0, -0.3], [0.1, 0.0, -0.1], [0.1, 0.5, 0.1], [-0.2, -0.4, 0.3], [0.5, -0.7, 0.2], [-0.6, -0.1, 0.7], [0.4, -0.5, 0.1], [0.2, -0.2, 0.8], [0.5, 1.7, 0.0], [0.5, 0.0, -0.9], [-0.8, 0.1, 0.3], [0.4, 0.2, -0.2], [0.1, 0.0, 0.1], [-0.4, -1.3, -1.8], [-0.1, 0.3, 0.3], [0.6, 1.0, 1.0], [-0.6, -0.6, 0.4], [0.4, -0.4, 0.7], [0.0, -0.6, -0.2], [-0.3, 0.1, 0.2], [-0.4, -0.2, 0.6], [0.5, 0.4, -0.1], [0.2, -0.2, 0.2], [-0.2, 0.2, -0.3], [-0.1, 0.1, -0.2], [-0.4, -0.2, -0.2], [-1.1, -0.7, -0.5], [-0.2, 1.0, 0.9], [0.0, 0.6, -0.6], [0.5, 0.8, 0.8], [-0.5, -0.7, -0.9], [1.4, -1.3, -0.9], [-0.3, -0.2, 0.1], [-0.2, 0.5, -0.1], [-1.1, 0.2, 0.7], [0.7, 0.2, -0.1], [0.1, 0.5, 0.1], [0.1, -0.2, 0.0], [0.0, -0.2, -0.2], [0.3, -0.2, 0.1], [0.0, -0.6, 0.1], [0.3, 0.2, 0.4], [-0.2, -0.1, 0.2], [0.1, 0.1, 0.1], [-0.4, -0.8, 0.5], [2.3, -0.6, -1.2], [-1.0, 0.1, 1.0], [-0.6, 1.0, -0.2], [0.7, -1.0, 0.9], [-1.5, -1.4, -0.2], [0.2, 1.0, 0.2], [0.1, -0.4, -0.4], [-0.5, 0.2, 0.2], [0.0, 0.1, 0.1], [-0.2, -0.2, -0.2], [-0.1, 0.8, 0.0], [0.0, 0.1, 0.3], [0.7, -0.3, -0.7], [-0.1, -0.1, 0.0], [-0.3, 0.3, -0.6], [0.0, 0.2, -0.5], [0.2, 0.2, 0.2], [0.4, 1.2, 0.0], [-1.0, -1.4, -1.4], [-0.7, -1.1, -0.7], [0.5, -0.3, -0.7], [0.0, 0.2, -0.5], [0.2, 0.5, 0.3], [-0.2, -0.1, 0.3], [0.3, 0.8, 0.0], [-0.4, 0.0, 0.5], [0.2, -0.8, -0.1], [0.0, 0.8, -0.5], [0.1, -0.1, 0.5], [0.8, -0.1, 1.0], [-0.4, 0.3, 0.3], [0.4, 0.1, 0.6], [-0.2, -0.5, -0.2], [0.2, 0.5, 0.3], [-0.5, 0.3, 0.5], [-4.0, 1.8, 0.5], [0.0, 1.1, 1.2], [0.3, -0.7, -0.4], [0.8, -0.7, -0.9], [1.5, -0.8, 0.3], [1.8, 0.3, 0.3], [-0.6, -0.1, -0.2]]}

Entry 2:
{"formula": "C24H72ClCsO12", "method": "the ωB97M-V functional and the def2-TZVPD basis", "total_charge": 0, "elements": ["Cs", "Cl", "C", "C", "O", "H", "H", "H", "H", "H", "H", "C", "C", "O", "H", "H", "H", "H", "H", "H", "C", "C", "O", "H", "H", "H", "H", "H", "H", "C", "C", "O", "H", "H", "H", "H", "H", "H", "C", "C", "O", "H", "H", "H", "H", "H", "H", "C", "C", "O", "H", "H", "H", "H", "H", "H", "C", "C", "O", "H", "H", "H", "H", "H", "H", "C", "C", "O", "H", "H", "H", "H", "H", "H", "C", "C", "O", "H", "H", "H", "H", "H", "H", "C", "C", "O", "H", "H", "H", "H", "H", "H", "C", "C", "O", "H", "H", "H", "H", "H", "H", "C", "C", "O", "H", "H", "H", "H", "H", "H"], "xyz": [[-13.980211, -12.507955, 26.195869], [-10.481155, -11.531126, 26.119349], [-13.408169, -11.981506, 21.932100], [-14.804271, -12.629499, 22.281196], [-14.662823, -13.655400, 23.208330], [-13.442720, -10.982268, 21.498011], [-12.890847, -12.635013, 21.229674], [-12.727740, -11.854665, 22.774144], [-15.362675, -12.921469, 21.391789], [-15.425901, -11.862784, 22.743608], [-15.424785, -14.239273, 23.197844], [-7.880609, -16.838577, 21.637028], [-7.912238, -15.731707, 22.679906], [-8.834066, -14.764200, 22.290533], [-8.802843, -17.416378, 21.698037], [-6.975858, -17.428751, 21.782723], [-7.843480, -16.393822, 20.642587], [-6.948204, -15.223052, 22.680115], [-8.127930, -16.037768, 23.703574], [-8.651513, -13.944559, 22.755798], [-10.223028, -15.492758, 27.633149], [-10.400591, -15.729957, 26.143696], [-11.086925, -14.731521, 25.571858], [-11.115380, -15.736033, 28.209884], [-9.849281, -14.492497, 27.851990], [-9.529231, -16.153279, 28.153215], [-11.037361, -16.610750, 26.061072], [-9.466841, -15.923484, 25.615731], [-10.646500, -13.896959, 25.748345], [-6.491176, -10.903108, 30.025199], [-7.644970, -10.854388, 29.029617], [-8.126358, -12.137034, 28.718337], [-5.574898, -11.286583, 29.576339], [-6.717536, -11.644185, 30.791786], [-6.172405, -9.962576, 30.474509], [-7.381921, -10.306500, 28.124786], [-8.502262, -10.404263, 29.530152], [-8.838006, -11.981323, 28.093111], [-7.334532, -11.874543, 21.667615], [-8.171632, -11.391179, 22.883860], [-8.539830, -12.491327, 23.682106], [-7.007875, -11.020226, 21.074719], [-7.913947, -12.482463, 20.972768], [-6.416611, -12.384507, 21.959932], [-9.008605, -10.742974, 22.624204], [-7.474976, -10.707637, 23.369180], [-9.107180, -12.225617, 24.409510], [-6.039419, -7.654293, 22.196153], [-7.293681, -7.416547, 23.010472], [-8.397821, -7.927870, 22.364120], [-6.045582, -7.201357, 21.204732], [-5.861407, -8.715165, 22.020189], [-5.133186, -7.274183, 22.667695], [-7.396587, -6.382801, 23.340447], [-7.233816, -7.879459, 23.995479], [-8.997315, -8.248373, 23.041984], [-6.028134, -12.720258, 26.062914], [-6.725578, -14.062202, 26.364778], [-6.789113, -14.221109, 27.746944], [-5.135590, -12.529833, 26.658903], [-6.679308, -11.867226, 26.253681], [-5.678699, -12.719499, 25.030444], [-6.043689, -14.866111, 26.087547], [-7.674141, -14.151788, 25.835335], [-7.252076, -13.484786, 28.153268], [-12.325080, -8.751795, 28.021610], [-10.903015, -8.664824, 28.585525], [-10.093904, -8.408297, 27.525027], [-12.453361, -7.904712, 27.347740], [-13.032093, -8.685343, 28.848548], [-12.450492, -9.649165, 27.415721], [-10.677075, -9.639742, 29.017466], [-10.778696, -7.918223, 29.369892], [-10.060872, -9.225264, 27.021960], [-15.850043, -9.222856, 26.720541], [-15.841114, -8.975024, 25.207756], [-14.750850, -9.644211, 24.598865], [-16.771140, -8.882199, 27.193430], [-15.098108, -8.636539, 27.248671], [-15.714227, -10.268490, 26.996764], [-15.773088, -7.930810, 24.902661], [-16.715421, -9.421499, 24.734100], [-14.683436, -9.325778, 23.695727], [-11.643200, -12.658254, 29.808673], [-11.457764, -11.672041, 30.954454], [-12.705154, -11.000880, 30.924644], [-10.750314, -13.269651, 29.678106], [-11.844639, -12.191257, 28.844600], [-12.373390, -13.447455, 29.987742], [-10.573013, -11.048916, 30.823960], [-11.324799, -12.154747, 31.922646], [-12.542016, -10.188802, 31.409956], [-11.480585, -7.294476, 22.922625], [-11.568810, -8.390003, 23.972476], [-10.251134, -8.798752, 24.192440], [-10.772338, -6.538173, 23.260998], [-12.471445, -6.870333, 22.760088], [-11.164096, -7.664686, 21.947494], [-12.212358, -9.190166, 23.606855], [-11.963968, -7.961076, 24.893335], [-10.397983, -9.625191, 24.658301], [-16.916434, -11.163422, 29.526055], [-15.608144, -11.706698, 30.061892], [-14.583871, -11.481586, 29.123396], [-17.726999, -11.452388, 30.195075], [-17.227911, -11.558923, 28.559277], [-16.931234, -10.073535, 29.530922], [-15.686151, -12.782766, 30.217058], [-15.344150, -11.214833, 30.998094], [-13.812138, -11.271057, 29.654149]], "forces_ev_per_angstrom": [[0.5, 0.0, -0.1], [-0.1, 0.1, 0.1], [-0.5, -0.9, -0.1], [0.5, 2.3, -0.4], [0.6, -1.1, 0.8], [-0.6, -0.1, -0.2], [0.1, 0.1, 0.0], [-0.3, -0.4, 0.4], [0.4, -0.3, -0.2], [-0.1, 0.4, 0.0], [0.0, 0.0, -0.2], [-0.1, 0.3, 0.5], [0.6, 0.7, -0.5], [-1.1, -0.2, -0.8], [0.2, -0.3, 0.0], [-0.2, -0.4, 0.0], [0.1, 0.1, 0.0], [0.6, -0.3, 0.2], [0.1, -0.6, 0.1], [-0.2, 0.4, 0.4], [0.6, -0.5, 0.9], [0.7, -2.3, 1.6], [-1.9, 2.3, -1.4], [-0.6, 0.6, -0.3], [-0.2, 0.2, 0.0], [0.6, -0.2, -0.6], [0.2, -0.3, -0.3], [0.3, -0.1, 0.1], [0.1, 0.5, -0.1], [0.5, -1.0, -0.4], [0.0, 0.9, 1.1], [0.2, -0.7, 0.0], [0.0, -0.1, -0.4], [-0.2, 0.2, 0.3], [-0.6, 0.2, -0.1], [0.0, 0.1, 0.0], [0.1, 0.9, -0.1], [-0.5, -0.2, -0.5], [-0.9, 0.4, -0.1], [1.5, 0.4, -0.9], [0.4, -0.2, -0.3], [-0.1, 0.3, 0.2], [0.0, -0.3, 0.2], [-0.2, -0.2, 0.3], [-0.3, -0.4, -0.4], [0.0, 0.0, 0.8], [-0.3, 0.3, 0.4], [0.6, -0.1, -0.2], [1.0, 0.0, 1.1], [-0.6, 0.0, -1.0], [-0.4, 0.2, 0.0], [-0.2, -0.1, 0.1], [-0.1, 0.1, 0.3], [-0.1, 0.7, -0.7], [0.5, -0.6, 0.2], [-0.5, -0.2, 0.1], [-0.1, -0.2, -0.6], [1.8, 0.9, 0.3], [-0.4, -1.1, 0.8], [0.0, -0.5, 0.3], [-0.2, 0.0, -0.3], [-0.3, 0.3, -0.2], [-0.2, -0.1, -0.6], [-0.2, 0.0, 0.0], [-0.2, 0.4, 0.1], [0.0, 0.6, 0.8], [-1.8, -1.0, 0.3], [2.0, 0.7, -1.0], [-0.2, 0.1, 0.1], [-0.4, -0.2, -0.2], [0.0, -0.2, 0.2], [0.2, -0.2, 0.4], [-0.1, 0.2, -0.2], [0.2, -0.2, -0.5], [0.1, 0.7, -0.1], [-0.4, -0.4, 0.0], [0.9, -0.6, 0.2], [-0.3, -0.1, -0.3], [0.4, -0.2, -0.2], [0.0, 0.1, -0.2], [-0.3, 0.2, 0.5], [-0.6, 0.3, 0.3], [0.1, -0.1, -0.1], [1.5, -1.3, 0.1], [-0.4, -1.7, -1.0], [0.4, 1.5, 1.0], [0.4, 0.2, -0.1], [0.1, 0.3, 0.1], [-0.5, 0.4, 0.3], [-0.2, 0.4, -0.3], [-0.1, -0.3, 0.0], [-0.6, 0.4, 0.1], [-0.6, 0.0, -0.1], [-0.1, 1.7, -1.0], [0.0, -0.9, 0.3], [-0.2, 0.1, -0.1], [0.0, 0.3, 0.1], [0.2, -0.2, 0.1], [0.0, -0.3, 0.2], [-0.3, -0.2, 0.1], [0.9, -0.7, 0.5], [-0.6, 0.0, 0.7], [-0.5, -0.1, -0.5], [-0.1, 0.0, -0.8], [0.0, -0.1, 0.2], [0.4, 0.1, -0.2], [0.2, 0.0, -0.3], [-0.1, -0.1, 0.3], [-0.1, -0.1, 0.2], [0.7, 0.2, 0.0]]}

no.,calculated total energy (Eh),HOMO-LUMO gap (eV),HOMO level (eV)
1,-5891.371901,6.08,-17.92
2,-2340.756087,8.26,-8.81